P.
A structure of composition CHBrCl2. Source: the Open Molecules 2025 dataset; level of theory: the ωB97M-V functional and the def2-TZVPD basis.

Results
LUMO (alpha / beta): -0.8 / -4.0 eV
Multiplicity: 1
HOMO (alpha / beta): -11.1523 / -8.5993 eV
Frontier orbital gap (alpha / beta): 10.4 / 4.6 eV

Geometry (Å):
C -0.41 -0.68 0.14
Cl 0.27 -2.20 0.04
Cl -4.74 -0.22 2.52
Br -2.19 -0.59 0.50
H -0.04 0.01 -0.49

***

Q.
A cluster of 2 separate species, CHBrCl2 in total. Source: the Open Molecules 2025 dataset; level of theory: the ωB97M-V functional and the def2-TZVPD basis.

Results
LUMO (alpha / beta): -0.2 / -3.6 eV
Multiplicity: 1
HOMO (alpha / beta): -11.3418 / -8.2827 eV
Frontier orbital gap (alpha / beta): 11.1 / 4.7 eV

Geometry (Å):
C 1.16 -1.01 -0.66
Cl 0.95 -1.76 0.84
Cl 2.09 0.38 -0.90
Br 4.84 2.01 1.08
H 0.70 -1.33 -1.57

***

Q: What are the energies relative to the best structure? A: P 66.9; Q 0.0, in kJ/mol.

***

P.
An isolated molecule of C5H3NO3. Source: the Open Molecules 2025 dataset; level of theory: the ωB97M-V functional and the def2-TZVPD basis.

Results
LUMO: 0.3 eV
Multiplicity: 1
HOMO: -9.8602 eV
Frontier orbital gap: 10.2 eV

Geometry (Å):
C -2.55 0.54 -0.02
C 0.00 -0.20 0.92
C -1.39 -0.09 0.29
C -0.57 -1.10 -0.04
C 1.79 0.37 -0.51
N -3.58 1.07 -0.11
O 0.94 0.79 0.44
O -0.43 -2.28 -0.68
O 2.56 1.34 -0.87
H 0.09 -0.39 1.92
H 0.54 -2.32 -0.72
H 2.61 2.27 -0.62

***

Q.
An isolated molecule of C5H3NO3. Source: the Open Molecules 2025 dataset; level of theory: the ωB97M-V functional and the def2-TZVPD basis.

Results
LUMO (alpha / beta): -0.4 / -0.4 eV
Multiplicity: 1
HOMO (alpha / beta): -7.8658 / -7.8663 eV
Frontier orbital gap (alpha / beta): 7.5 / 7.5 eV

Geometry (Å):
C 2.32 -0.20 -0.20
C -1.43 -0.41 0.07
C 0.96 -0.35 -0.10
C -0.19 -1.10 0.01
C -0.17 1.37 0.00
N 3.50 -0.12 -0.11
O -1.34 0.91 0.07
O -0.08 -2.44 -0.13
O 0.05 2.67 -0.31
H -2.40 -0.77 -0.04
H -0.58 -2.74 0.61
H -0.64 3.17 0.13

***

Q: What are the energies relative to the best structure? A: P 0.0; Q 44.0, in kJ/mol.